53
Properties=species:S:1:pos:R:3:nbo_charge:R:1 method="wB97M-V/def2-TZVPD" homo_ev=-8.115 smiles="COc1ccc(C(=O)N2CCC(C(=O)Nc3ccc4c(c3)OCCO4)CC2)cc1" e_above_lowest_kcal_mol=37.6 charge=0 e_lumo_ha=0.0197 gap_ev=8.65 energy_ev=-36421.6302
C 0.539 3.408 2.653 -0.2587
O -0.749 2.858 2.780 -0.4925
C -1.234 2.102 1.757 0.2937
C -0.603 1.916 0.532 -0.2616
C -1.189 1.109 -0.429 -0.1711
C -2.384 0.454 -0.175 -0.1687
C -2.962 -0.432 -1.234 0.6832
O -3.378 0.004 -2.289 -0.6079
N -2.995 -1.756 -0.932 -0.4486
C -2.477 -2.350 0.278 -0.2190
C -1.667 -3.611 -0.063 -0.4230
C -1.045 -3.468 -1.453 -0.3051
C -0.155 -2.230 -1.659 0.6940
O -0.037 -1.715 -2.747 -0.6109
N 0.529 -1.826 -0.552 -0.6112
C 1.445 -0.772 -0.438 0.1532
C 1.959 -0.089 -1.538 -0.2504
C 2.863 0.936 -1.351 -0.2212
C 3.284 1.298 -0.078 0.1868
C 2.787 0.599 1.025 0.2881
C 1.868 -0.422 0.839 -0.2913
O 3.184 0.895 2.309 -0.5034
C 4.382 1.640 2.353 -0.0984
C 4.318 2.806 1.368 -0.0935
O 4.181 2.331 0.049 -0.4838
C -2.175 -3.452 -2.496 -0.4144
C -3.403 -2.713 -1.936 -0.2313
C -3.028 0.664 1.042 -0.1752
C -2.464 1.483 1.994 -0.2588
H 0.726 3.939 3.585 0.1984
H 0.596 4.114 1.818 0.1745
H 1.289 2.621 2.526 0.1832
H 0.339 2.389 0.307 0.2186
H -0.704 0.974 -1.383 0.2344
H -3.308 -2.614 0.946 0.1929
H -1.856 -1.614 0.793 0.2254
H -0.924 -3.806 0.713 0.2058
H -2.326 -4.481 -0.088 0.2189
H -0.390 -4.326 -1.651 0.2399
H 0.350 -2.306 0.316 0.3982
H 1.641 -0.356 -2.530 0.2619
H 3.262 1.479 -2.192 0.2304
H 1.497 -0.934 1.714 0.2185
H 5.232 0.994 2.095 0.1818
H 4.488 1.994 3.380 0.2027
H 3.468 3.453 1.626 0.1730
H 5.239 3.392 1.392 0.2033
H -1.806 -2.938 -3.384 0.2511
H -2.453 -4.468 -2.775 0.2078
H -4.106 -3.416 -1.477 0.1840
H -3.916 -2.163 -2.725 0.2559
H -3.977 0.185 1.237 0.2155
H -2.951 1.659 2.940 0.2247

=====

53
Properties=species:S:1:pos:R:3:nbo_charge:R:1 method="wB97M-V/def2-TZVPD" homo_ev=-8.116 smiles="COc1cccc(OCc2cc(C(=O)N(C)CCOc3ccc(C)cc3)no2)c1" e_above_lowest_kcal_mol=92.7 charge=0 e_lumo_ha=0.0277 gap_ev=8.87 energy_ev=-36419.2405
C -4.880 -3.314 0.364 -0.2535
O -4.269 -2.340 -0.446 -0.5075
C -4.011 -1.117 0.090 0.4125
C -4.323 -0.730 1.387 -0.3542
C -4.010 0.556 1.802 -0.1683
C -3.388 1.448 0.957 -0.2903
C -3.062 1.057 -0.343 0.3250
O -2.452 2.017 -1.106 -0.4886
C -1.908 1.679 -2.361 -0.1159
C -0.616 0.934 -2.235 0.2796
C -0.245 -0.193 -1.561 -0.3113
C 1.148 -0.304 -1.818 0.0571
C 1.959 -1.402 -1.233 0.6566
O 1.384 -2.406 -0.835 -0.6336
N 3.289 -1.248 -1.086 -0.4124
C 4.097 -0.163 -1.582 -0.4216
C 3.976 -2.259 -0.301 -0.2385
C 3.625 -2.137 1.196 -0.0722
O 3.826 -0.823 1.671 -0.5144
C 2.836 0.115 1.498 0.2962
C 1.469 -0.143 1.520 -0.3150
C 0.567 0.893 1.361 -0.1383
C 0.990 2.204 1.181 -0.0573
C -0.005 3.310 1.007 -0.6356
C 2.355 2.456 1.190 -0.1889
C 3.266 1.431 1.350 -0.2660
N 1.540 0.678 -2.593 -0.1184
O 0.463 1.447 -2.851 -0.2567
C -3.379 -0.219 -0.773 -0.3928
H -4.976 -4.200 -0.263 0.2022
H -4.265 -3.554 1.237 0.1781
H -5.874 -2.996 0.695 0.1764
H -4.804 -1.406 2.073 0.2192
H -4.255 0.859 2.809 0.2173
H -3.146 2.448 1.276 0.2266
H -1.706 2.633 -2.856 0.2254
H -2.625 1.111 -2.967 0.2000
H -0.830 -0.859 -0.964 0.2628
H 4.781 -0.536 -2.350 0.1927
H 3.463 0.603 -2.019 0.2555
H 4.681 0.265 -0.766 0.2033
H 5.048 -2.129 -0.446 0.2051
H 3.673 -3.252 -0.642 0.2265
H 2.599 -2.476 1.350 0.1945
H 4.299 -2.772 1.776 0.1946
H 1.091 -1.145 1.654 0.2268
H -0.492 0.677 1.380 0.2066
H -0.766 3.034 0.280 0.2280
H -0.507 3.514 1.953 0.2139
H 0.484 4.223 0.676 0.2115
H 2.713 3.467 1.065 0.2079
H 4.327 1.634 1.367 0.2198
H -3.155 -0.571 -1.766 0.2298

=====

54
Properties=species:S:1:pos:R:3:nbo_charge:R:1 method="wB97M-V/def2-TZVPD" homo_ev="-11.089 / -11.071" e_above_lowest_kcal_mol=0.0 charge=+1 e_lumo_ha="-0.1645 / -0.1858" gap_ev="6.61 / 6.02" energy_ev=-45824.0585
Tl -0.320 1.812 -0.856 0.8576
O 2.122 0.567 -5.375 -0.6398
C 2.208 -0.759 -5.234 0.3878
C 3.046 -1.447 -6.113 -0.2810
C 3.165 -2.814 -6.020 -0.1191
C 2.458 -3.545 -5.055 -0.2621
C 1.637 -2.880 -4.183 -0.1351
C 1.493 -1.478 -4.251 -0.2260
C 0.636 -0.762 -3.330 0.6038
O 0.480 0.461 -3.324 -0.6476
N -0.042 -1.585 -2.386 -0.1831
N -0.924 -0.937 -1.695 -0.2026
C -2.071 -1.377 -1.358 0.0930
C -2.880 -0.703 -0.330 0.1314
C -3.924 -1.402 0.256 -0.2049
C -4.656 -0.792 1.264 -0.1395
C -4.329 0.499 1.633 -0.2284
C -3.283 1.132 0.973 0.0610
N -2.569 0.554 0.013 -0.4860
H 1.503 0.908 -4.699 0.5112
H 3.585 -0.878 -6.857 0.2399
H 3.820 -3.333 -6.707 0.2270
H 2.564 -4.619 -4.998 0.2282
H 1.087 -3.422 -3.427 0.2318
H -2.453 -2.296 -1.800 0.2093
H -4.144 -2.413 -0.059 0.2354
H -5.467 -1.318 1.749 0.2393
H -4.877 1.023 2.403 0.2406
H -3.019 2.153 1.224 0.2072
C 2.591 0.124 0.598 -1.1181
Si 1.332 -0.098 1.954 1.7691
C 0.230 -1.548 1.556 -1.1268
C 2.227 -0.410 3.555 -1.1436
N 0.304 1.335 1.840 -0.8542
C -0.109 2.217 2.739 0.1273
C -0.780 3.410 2.310 -0.1331
C -1.245 4.338 3.205 -0.2378
C -1.080 4.132 4.579 -0.1386
C -0.433 2.984 5.041 -0.2024
C 0.048 2.052 4.156 -0.1865
H 3.246 -0.749 0.554 0.2547
H 3.218 1.002 0.770 0.2507
H 2.130 0.227 -0.389 0.2172
H 0.716 -2.480 1.854 0.2534
H 0.035 -1.607 0.485 0.2312
H -0.726 -1.485 2.081 0.2410
H 2.927 -1.235 3.400 0.2568
H 1.556 -0.703 4.364 0.2407
H 2.806 0.456 3.883 0.2495
H -0.887 3.590 1.247 0.1866
H -1.735 5.236 2.851 0.2302
H -1.449 4.865 5.283 0.2282
H -0.307 2.831 6.105 0.2308
H 0.541 1.166 4.521 0.2243

=====

53
Properties=species:S:1:pos:R:3:nbo_charge:R:1 method="wB97M-V/def2-TZVPD" homo_ev=-8.437 smiles="CCc1nn(CCCC(=O)N[C@H](C)c2ccccc2)c(=O)c2cc3occc3n12" e_above_lowest_kcal_mol=45.3 charge=0 e_lumo_ha=0.0118 gap_ev=8.76 energy_ev=-35306.6799
C -4.883 -2.935 -0.151 -0.5982
C -4.842 -1.414 -0.197 -0.4313
C -3.476 -0.873 0.074 0.4074
N -2.498 -1.653 0.322 -0.2711
N -1.262 -1.174 0.568 -0.2455
C -0.274 -2.209 0.816 -0.2246
C 0.114 -2.932 -0.474 -0.3970
C 0.929 -2.062 -1.437 -0.4921
C 2.361 -1.903 -0.932 0.6811
O 3.230 -2.712 -1.194 -0.6485
N 2.552 -0.817 -0.168 -0.6412
C 3.817 -0.500 0.463 -0.1007
C 3.694 -0.644 1.984 -0.6042
C 4.256 0.900 0.102 0.0751
C 5.538 1.133 -0.376 -0.2384
C 5.952 2.417 -0.686 -0.2047
C 5.085 3.483 -0.524 -0.2253
C 3.804 3.259 -0.050 -0.1922
C 3.391 1.976 0.264 -0.2561
C -0.930 0.158 0.574 0.6321
O 0.212 0.541 0.798 -0.6660
C -2.040 1.042 0.299 0.0258
C -2.088 2.424 0.228 -0.2502
C -3.422 2.724 -0.071 0.2306
O -4.222 3.783 -0.287 -0.3878
C -5.452 3.270 -0.529 0.1209
C -5.486 1.906 -0.478 -0.3238
C -4.155 1.532 -0.177 0.0582
N -3.304 0.495 0.050 -0.3246
H -4.211 -3.352 -0.894 0.2190
H -4.569 -3.290 0.826 0.2199
H -5.892 -3.287 -0.349 0.2124
H -5.162 -1.057 -1.181 0.2208
H -5.530 -0.994 0.543 0.2208
H 0.592 -1.736 1.282 0.2357
H -0.721 -2.923 1.512 0.2157
H 0.701 -3.816 -0.218 0.2250
H -0.804 -3.264 -0.964 0.2145
H 0.979 -2.561 -2.406 0.2363
H 0.457 -1.087 -1.568 0.2052
H 1.772 -0.214 0.071 0.4342
H 4.542 -1.228 0.081 0.2364
H 4.634 -0.378 2.461 0.2138
H 2.914 0.016 2.356 0.2089
H 3.445 -1.671 2.243 0.2110
H 6.216 0.302 -0.508 0.2119
H 6.953 2.584 -1.057 0.2109
H 5.407 4.486 -0.767 0.2103
H 3.123 4.088 0.077 0.2076
H 2.389 1.815 0.634 0.2241
H -1.262 3.088 0.376 0.2511
H -6.234 3.975 -0.726 0.2100
H -6.344 1.287 -0.635 0.2366